(1)
{
  "formula": "C30H49As3Br2NOS5SbTi",
  "method": "ωB97M-V/def2-TZVPD",
  "species": ["Sb", "Br", "Br", "As", "As", "As", "Ti", "S", "S", "S", "S", "S", "O", "N", "C", "C", "C", "C", "C", "C", "C", "C", "C", "C", "C", "C", "C", "C", "C", "C", "C", "C", "C", "C", "C", "C", "C", "C", "C", "C", "C", "C", "C", "C", "H", "H", "H", "H", "H", "H", "H", "H", "H", "H", "H", "H", "H", "H", "H", "H", "H", "H", "H", "H", "H", "H", "H", "H", "H", "H", "H", "H", "H", "H", "H", "H", "H", "H", "H", "H", "H", "H", "H", "H", "H", "H", "H", "H", "H", "H", "H", "H", "H"],
  "positions_angstrom": [[-1.064, -2.632, -1.184], [-2.482, -3.470, 3.532], [-2.730, 1.145, 6.769], [2.208, 0.049, -1.101], [-1.110, 1.321, -1.020], [1.810, 5.155, -1.513], [0.258, -0.424, 0.655], [4.097, 2.786, 4.335], [2.917, 0.767, 2.522], [3.799, -0.091, 5.073], [3.057, -2.956, 4.688], [2.041, -1.956, 1.556], [-1.028, -1.485, 1.642], [-0.260, 0.952, 2.041], [0.842, 5.905, -3.037], [-2.642, 0.520, -1.912], [1.271, -3.081, 4.946], [3.646, 1.235, 4.007], [2.727, -0.938, 2.822], [-1.374, -0.979, 2.815], [-1.370, -3.525, -3.108], [-3.380, -4.515, -0.399], [-2.142, 0.310, 5.178], [1.740, 0.914, -2.799], [3.132, -1.332, 4.045], [-2.057, -1.653, 3.796], [1.132, 2.334, -2.809], [-0.281, 2.979, 3.343], [2.662, -1.653, -1.951], [1.880, 3.186, -1.761], [-1.009, 0.366, 3.062], [-2.135, 2.711, -0.136], [1.344, 2.875, -4.232], [0.298, 5.275, -0.277], [0.118, -5.554, -1.047], [-1.399, 1.049, 4.224], [0.072, 2.242, 2.216], [-0.015, -4.262, -0.246], [-2.448, -1.007, 4.982], [-1.004, 2.409, 4.355], [-3.012, -3.034, -0.424], [-0.387, 2.294, -2.563], [-2.568, -2.938, -3.859], [4.033, 0.627, -0.812], [-2.445, -1.873, -4.065], [-0.768, 3.315, -2.477], [3.142, -2.298, -1.217], [0.685, -6.294, -0.477], [0.943, -2.409, 5.737], [-3.716, -2.474, -1.043], [-3.251, 1.306, -2.358], [-3.237, -0.030, -1.183], [0.145, 6.324, -0.026], [-2.638, -5.107, 0.137], [1.428, 5.831, -3.949], [0.711, 6.962, -2.801], [-0.868, 1.841, -3.434], [1.051, 0.218, -3.289], [-0.619, 4.881, -0.712], [-0.538, -4.426, 0.697], [-0.457, -3.408, -3.693], [-3.000, -1.557, 5.731], [0.740, -2.871, 4.019], [-2.740, 3.233, -0.878], [0.644, -5.401, -1.991], [4.073, 1.590, -0.310], [0.051, 4.006, 3.418], [2.661, 0.915, -3.388], [-3.476, -4.932, -1.404], [-1.504, -4.591, -2.935], [-3.031, -2.602, 0.576], [-2.787, 2.229, 0.593], [4.541, 0.677, -1.775], [0.973, -3.880, 0.014], [1.097, 2.102, -4.964], [0.716, 3.736, -4.441], [-1.260, 2.965, 5.245], [-2.306, -0.168, -2.684], [2.948, 3.001, -1.899], [1.646, 2.812, -0.756], [0.530, 4.737, 0.643], [-0.139, 5.456, -3.187], [-0.850, -6.001, -1.279], [0.685, 2.679, 1.437], [3.339, -1.467, -2.785], [-1.501, 3.415, 0.392], [-4.336, -4.668, 0.108], [1.077, -4.112, 5.243], [-2.709, -3.435, -4.821], [2.387, 3.162, -4.388], [4.511, -0.117, -0.177], [1.759, -2.137, -2.320], [-3.496, -3.058, -3.297]],
  "homo_lumo_gap_ev": [5.78, 6.80],
  "max_force_ev_per_a": 2.0,
  "e_lumo_ev": [-0.28, -0.36],
  "s_squared": 2.04,
  "homo_energy_ev": [-6.063, -7.154],
  "spin_multiplicity": 3
}



(2)
{
  "formula": "C30H49BrINO24Ta",
  "method": "ωB97M-V/def2-TZVPD",
  "species": ["Ta", "I", "Br", "O", "O", "O", "O", "O", "O", "O", "O", "O", "O", "O", "O", "O", "O", "O", "O", "O", "O", "O", "O", "O", "O", "O", "O", "N", "C", "C", "C", "C", "C", "C", "C", "C", "C", "C", "C", "C", "C", "C", "C", "C", "C", "C", "C", "C", "C", "C", "C", "C", "C", "C", "C", "C", "C", "C", "H", "H", "H", "H", "H", "H", "H", "H", "H", "H", "H", "H", "H", "H", "H", "H", "H", "H", "H", "H", "H", "H", "H", "H", "H", "H", "H", "H", "H", "H", "H", "H", "H", "H", "H", "H", "H", "H", "H", "H", "H", "H", "H", "H", "H", "H", "H", "H", "H"],
  "positions_angstrom": [[-1.958, -2.531, -1.787], [0.145, -1.035, -2.909], [-6.465, -6.627, -1.614], [-0.985, 2.043, 0.736], [-6.600, -2.769, -4.559], [-2.455, 10.583, 6.476], [-3.012, 0.177, -6.634], [-1.185, 10.535, 4.616], [3.679, 11.099, 4.086], [-0.192, 0.372, 1.991], [-8.649, -1.973, -4.052], [0.134, 0.363, -0.252], [4.472, -4.457, -0.374], [3.578, 6.332, -0.426], [1.632, 5.328, 0.076], [5.279, -3.530, -2.266], [7.269, -5.678, 3.831], [6.637, -3.520, 3.899], [3.077, 4.310, -1.265], [4.743, 9.319, 3.219], [-1.719, -1.318, -5.600], [-2.245, 0.619, -4.559], [-0.289, 11.195, 6.541], [2.763, 9.911, 2.406], [6.398, -3.343, -0.318], [6.507, -4.820, 5.736], [-7.971, -3.905, -3.174], [-1.627, -4.204, -2.940], [7.523, -6.669, 4.830], [-2.219, -1.967, -6.762], [-5.589, -5.102, -0.727], [-1.413, 10.754, 5.931], [2.832, 5.402, -0.533], [-0.296, 0.858, 0.727], [3.725, 10.194, 3.311], [2.067, 3.322, -0.969], [-2.683, -0.800, -7.615], [4.350, 8.250, 2.341], [-4.555, -4.408, -1.588], [-2.311, -0.107, -5.489], [6.596, -6.232, 5.951], [0.808, 11.056, 5.627], [-1.175, -5.465, -2.323], [6.789, -4.566, 4.440], [-3.697, -3.481, -0.723], [0.105, 11.066, 4.283], [-7.628, -2.873, -3.984], [5.370, -3.750, -1.105], [6.057, -3.600, 1.051], [1.137, -5.246, -1.227], [-9.183, -3.577, -2.502], [0.929, 4.188, -0.464], [3.274, 8.909, 1.505], [-9.798, -2.548, -3.434], [0.347, -5.677, -2.456], [5.036, -4.713, 0.910], [-1.543, 2.231, 2.035], [-0.636, 1.373, 2.902], [-2.399, -4.386, -3.571], [5.632, -2.696, 1.486], [-3.240, -1.909, -2.979], [-1.647, -6.288, -2.866], [-5.132, -5.538, 0.156], [0.279, 4.528, -1.270], [2.201, -5.441, -1.365], [1.315, 10.112, 5.827], [-2.574, 1.875, 2.026], [-6.390, -4.433, -0.425], [-5.058, -3.829, -2.364], [-9.792, -4.468, -2.373], [6.984, -6.437, 6.945], [0.680, -5.095, -3.314], [-3.552, -1.027, -8.228], [-10.419, -3.008, -4.206], [0.784, -5.750, -0.326], [5.198, 7.903, 1.760], [0.333, 3.705, 0.299], [-1.527, 3.284, 2.307], [7.304, -7.659, 4.442], [0.233, 1.929, 3.264], [-0.022, 12.076, 3.890], [-2.392, -1.010, -0.802], [1.821, 2.747, -1.856], [2.489, 8.226, 1.200], [3.965, 7.425, 2.941], [-1.472, -5.540, -1.271], [2.453, 2.645, -0.206], [3.677, 9.408, 0.624], [-1.146, 0.915, 3.745], [5.598, -6.663, 5.858], [-3.368, -4.007, 0.178], [4.260, -4.687, 1.670], [-3.964, -5.164, -2.108], [0.511, -6.742, -2.641], [-4.317, -2.637, -0.407], [0.589, 10.449, 3.534], [-10.373, -1.782, -2.920], [-8.941, -3.162, -1.522], [-3.042, -2.622, -6.470], [-1.433, -2.560, -7.225], [-1.884, -0.410, -8.251], [8.575, -6.617, 5.115], [1.514, 11.871, 5.751], [1.046, -4.168, -1.088], [5.500, -5.703, 0.901], [-0.965, -3.066, -0.308], [6.933, -3.889, 1.614]],
  "homo_lumo_gap_ev": 6.07,
  "max_force_ev_per_a": 2.0,
  "total_charge": -1,
  "e_lumo_ev": 1.44,
  "homo_energy_ev": -4.625,
  "spin_multiplicity": 1
}